Molecular formula: C14H32Br6O8P2
Method: DFT, ωB97M-V with the def2-TZVPD basis set

The calculation puts the molecular weight at 869.77 g mol⁻¹. The energy is -470253.0666 eV. Its frontier orbital gap is 9.610 eV. The HOMO energy comes out at -10.20 eV. The value obtained for the relative energy (zero: lowest compared OMol25 entry of this formula, charge and spin) is 57.4 kJ/mol.

```
62
Properties=species:S:1:pos:R:3:forces:R:3:nbo_charge:R:1
C 0.209 2.420 2.925 -0.16 0.86 0.36 -0.490
Br 0.929 2.406 1.124 -0.48 -0.11 0.60 0.105
Br -0.858 0.867 3.357 0.47 0.40 -0.10 0.099
Br -0.825 4.040 3.370 0.21 -0.33 -0.46 0.056
H 1.046 2.558 3.610 -0.11 -0.64 -0.23 0.226
C 3.206 5.743 4.716 -0.76 -0.02 -0.21 -0.458
Br 1.881 7.053 5.360 0.65 -0.69 -0.05 0.086
Br 3.181 5.757 2.778 -0.03 -0.28 0.25 0.090
Br 2.838 3.912 5.451 0.43 1.37 -0.45 0.063
H 4.201 6.112 4.964 -0.33 -0.45 0.44 0.227
C 4.152 2.821 -0.194 -1.75 -0.56 -0.33 -0.649
C 4.480 1.373 -0.655 0.85 1.18 0.78 -0.061
O 3.294 0.589 -0.699 -0.63 -1.29 0.16 -0.814
P 3.340 -0.988 -0.329 0.63 0.72 0.14 2.544
O 2.075 -1.707 -0.603 1.25 0.71 0.43 -1.079
O 4.631 -1.550 -1.189 -1.14 1.21 2.36 -0.798
C 4.405 -2.081 -2.450 0.02 -2.76 -2.06 -0.069
C 4.382 -3.654 -2.418 -0.23 0.45 0.38 -0.637
O 3.873 -0.913 1.240 -0.33 0.83 -2.60 -0.798
C 3.325 -1.861 2.128 -1.44 -1.05 0.71 -0.061
C 1.851 -1.517 2.586 1.15 -0.48 -0.94 -0.645
H 4.832 3.650 -0.391 0.51 -0.59 0.16 0.227
H 3.218 3.138 -0.660 -0.04 -0.04 -0.75 0.211
H 3.766 2.808 0.825 0.86 -0.03 0.38 0.222
H 4.964 1.332 -1.631 0.01 0.08 0.04 0.183
H 5.136 0.958 0.110 0.28 -0.15 -0.23 0.188
H 3.462 -1.818 -2.931 -0.19 0.49 0.44 0.190
H 5.182 -1.766 -3.147 0.25 0.28 0.33 0.179
H 3.493 -3.959 -1.867 -0.07 -0.03 0.01 0.218
H 4.328 -4.120 -3.402 -0.15 0.42 -0.23 0.213
H 5.227 -4.147 -1.937 0.25 0.51 0.18 0.209
H 3.408 -2.800 1.581 -0.50 -0.45 0.50 0.178
H 3.963 -1.948 3.008 0.20 0.34 -0.16 0.187
H 1.536 -2.115 3.441 0.31 0.15 0.20 0.215
H 1.795 -0.449 2.795 -0.02 -0.11 0.17 0.211
H 1.148 -1.759 1.789 0.10 0.22 -0.13 0.232
C -5.948 1.777 -0.813 0.20 1.70 0.68 -0.630
C -6.379 0.369 -0.968 -1.55 0.10 -1.88 -0.066
O -5.360 -0.455 -0.547 2.43 -1.86 0.63 -0.823
P -5.068 -1.895 -1.237 -1.26 -0.41 0.28 2.532
O -6.261 -2.793 -0.995 2.77 1.40 -1.07 -1.062
O -4.720 -1.537 -2.833 -1.76 -1.66 3.02 -0.795
C -3.608 -0.749 -3.170 1.05 -0.44 -0.36 -0.066
C -3.372 -0.964 -4.671 -0.07 0.79 0.45 -0.622
O -3.619 -2.325 -0.588 -1.79 0.35 -1.01 -0.812
C -3.382 -2.371 0.832 -0.01 0.31 1.06 -0.061
C -2.253 -1.428 1.175 0.15 0.16 0.10 -0.627
H -5.892 2.057 0.239 0.29 -0.18 0.18 0.212
H -4.980 1.990 -1.267 0.14 -0.36 0.04 0.211
H -6.597 2.553 -1.219 -0.49 -0.44 -0.31 0.220
H -7.333 0.125 -0.501 0.11 0.08 0.50 0.188
H -6.559 0.147 -2.020 -0.12 0.18 -0.34 0.174
H -3.778 0.276 -2.842 -0.02 0.22 -0.40 0.173
H -2.765 -1.134 -2.597 0.31 0.19 -0.11 0.189
H -2.534 -0.343 -4.990 0.13 -0.11 -0.04 0.212
H -3.170 -2.010 -4.901 0.01 0.08 0.17 0.220
H -4.238 -0.638 -5.248 -0.09 -0.07 0.06 0.212
H -4.259 -2.123 1.430 -0.34 0.26 -0.46 0.189
H -3.112 -3.360 1.202 -0.05 -0.37 -0.80 0.186
H -1.293 -1.842 0.868 0.01 0.27 -0.40 0.219
H -2.446 -0.440 0.759 0.23 -0.05 -0.19 0.221
H -2.151 -1.273 2.249 -0.34 -0.29 0.10 0.206
```
Forces are in eV/Å.